[1]
C6H11NO | the ωB97M-V functional and the def2-TZVPD basis

The geometry in ORCA input format:
```
! wB97M-V def2-TZVPD RIJCOSX def2/J DEFGRID3
* xyz 0 1
C -1.621 0.546 0.247
C -0.547 1.634 0.024
C 1.106 0.834 -0.355
C 1.916 -0.366 0.440
C 0.578 -1.059 0.121
C -0.694 -1.774 0.027
H -1.474 0.161 1.402
H -2.413 1.067 -0.143
H -0.615 2.274 -0.952
H -0.679 2.247 0.985
H 1.623 1.622 -0.793
H 2.220 -0.414 1.537
H 2.892 -0.458 -0.267
H 0.236 -0.247 0.927
H -0.925 -2.222 1.001
H -0.735 -2.673 -0.786
H -0.071 -0.167 -1.716
N 0.834 -0.306 -1.159
O -1.631 -0.700 -0.540
*
```

Summary:
- highest occupied orbital energy (eV) = -8.8
- frontier orbital gap (eV) = 9.7
- E_LUMO (hartree) = 0.03398
- energy above the lowest of the compared OMol25 structures with the same formula, charge and spin (eV) = 8.760


[2]
C6H11NO2 | the ωB97M-V functional and the def2-TZVPD basis

The geometry in ORCA input format:
```
! wB97M-V def2-TZVPD RIJCOSX def2/J DEFGRID3
* xyz 0 1
C 2.206 -1.422 1.072
N 1.127 -0.889 0.271
C 0.861 0.464 0.224
C -0.383 0.958 0.026
C -0.642 2.305 -0.583
C -1.548 0.068 0.373
C -1.639 -1.182 -0.492
O -2.389 -2.106 -0.259
O -0.961 -1.130 -1.790
H 2.338 -2.485 0.836
H 3.134 -0.880 0.842
H 2.020 -1.336 2.155
H 0.779 -1.475 -0.613
H 1.740 1.112 0.255
H 0.300 2.822 -0.813
H -1.227 2.219 -1.514
H -1.231 2.939 0.099
H -1.486 -0.286 1.416
H -2.514 0.584 0.282
H -0.482 -0.281 -1.787
*
```

Summary:
- highest occupied orbital energy (eV) = -8.2
- frontier orbital gap (eV) = 8.9
- E_LUMO (hartree) = 0.02619
- SMILES = CN/C=C(/C)CC(=O)O
- energy above the lowest of the compared OMol25 structures with the same formula, charge and spin (eV) = 1.803


[3]
C6H11NO2 | the ωB97M-V functional and the def2-TZVPD basis

The geometry in ORCA input format:
```
! wB97M-V def2-TZVPD RIJCOSX def2/J DEFGRID3
* xyz 0 1
C -3.594 0.230 0.053
C -0.173 -1.106 0.010
C 2.236 -0.811 0.372
C 0.506 0.973 1.027
C 0.852 0.643 -1.465
C 0.944 -0.075 -0.069
N -2.583 0.855 -0.175
O -0.197 -2.316 0.120
O -1.417 -0.624 -0.073
H -3.691 -0.733 0.411
H -4.681 0.631 -0.149
H 2.244 -1.963 0.109
H 2.344 -0.871 1.433
H 3.108 -0.434 0.096
H -0.370 1.291 0.652
H 1.307 1.661 1.061
H 0.465 0.304 1.965
H 0.170 1.410 -1.522
H 0.588 -0.139 -2.179
H 1.940 1.074 -1.676
*
```

Summary:
- highest occupied orbital energy (alpha / beta) (eV) = -9.6 / -9.9
- frontier orbital gap (alpha / beta) (eV) = 8.2 / 8.8
- E_LUMO (alpha / beta) (hartree) = -0.04973 / -0.03843
- energy above the lowest of the compared OMol25 structures with the same formula, charge and spin (eV) = 6.061


no.,largest force on an atom (eV Å⁻¹)
1,5.0
2,3.6
3,5.6